(1)
Computed, not measured: a 7-piece molecular cluster, C37H88BrN9O12P2S overall in a non-equilibrium geometry, with ωB97M-V/def2-TZVPD.

XYZ file:
```
150
Properties=species:S:1:pos:R:3
C 0.37 -3.16 0.74
C 1.81 -3.00 0.34
O 2.68 -3.52 1.00
N 2.13 -2.25 -0.84
C 1.82 -0.81 -0.64
C 1.14 -0.30 -1.89
C 1.08 1.21 -2.02
C 0.06 1.77 -1.01
C 0.12 3.29 -0.85
C 0.32 3.80 -2.21
N 0.48 4.20 -3.28
C -1.20 3.95 -0.31
C -1.08 5.38 -0.58
N -0.95 6.52 -0.81
C -1.47 3.83 1.22
C -0.96 2.60 1.94
C -1.84 1.36 1.83
Br -0.89 3.11 3.85
P -2.72 3.42 -1.19
O -3.18 2.06 -0.89
O -3.80 4.48 -0.71
O -2.50 3.66 -2.72
P 1.64 3.84 0.10
O 1.21 4.97 1.12
O 2.55 4.55 -0.99
S 2.67 2.41 0.94
H -0.32 -2.83 -0.02
H 0.18 -4.20 0.92
H 0.22 -2.61 1.65
H 1.54 -2.60 -1.58
H 1.16 -0.72 0.21
H 2.75 -0.28 -0.49
H 1.71 -0.67 -2.74
H 0.14 -0.69 -1.97
H 0.69 1.40 -3.01
H 2.05 1.66 -1.92
H -0.92 1.47 -1.37
H 0.23 1.27 -0.08
H -1.09 4.72 1.69
H -2.54 3.87 1.38
H 0.05 2.33 1.70
H -1.81 0.84 2.77
H -1.42 0.67 1.11
H -2.87 1.58 1.60
H -4.54 3.97 -0.38
H -3.23 3.29 -3.23
H 1.98 5.14 1.68
H 3.46 4.35 -0.77
C 3.94 1.73 -5.16
O 3.98 1.46 -3.77
C 5.26 1.16 -3.24
C 6.12 2.38 -2.90
C 6.76 3.06 -4.11
N 5.35 3.37 -2.15
H 4.66 1.12 -5.71
H 4.12 2.79 -5.37
H 2.94 1.49 -5.51
H 5.05 0.64 -2.30
H 5.79 0.45 -3.89
H 6.93 2.03 -2.27
H 6.04 3.67 -4.67
H 7.56 3.72 -3.79
H 7.18 2.32 -4.80
H 5.01 2.93 -1.30
H 4.50 3.56 -2.68
C -2.37 -4.96 -1.58
O -2.40 -4.40 -0.28
C -3.46 -3.50 -0.02
C -4.81 -4.14 0.31
C -5.54 -4.70 -0.90
N -4.70 -5.19 1.33
H -2.73 -4.24 -2.33
H -2.96 -5.87 -1.63
H -1.33 -5.21 -1.81
H -3.13 -2.93 0.85
H -3.55 -2.79 -0.85
H -5.43 -3.34 0.73
H -5.13 -5.66 -1.22
H -6.59 -4.86 -0.66
H -5.49 -4.01 -1.75
H -4.32 -4.79 2.18
H -3.98 -5.84 1.03
C 4.57 -6.16 6.09
O 4.44 -5.24 5.03
C 4.10 -5.80 3.78
C 2.61 -6.11 3.59
C 2.13 -7.35 4.34
N 1.76 -4.97 3.97
H 4.99 -7.11 5.75
H 3.61 -6.34 6.59
H 5.25 -5.73 6.82
H 4.38 -5.05 3.04
H 4.71 -6.69 3.58
H 2.46 -6.29 2.52
H 1.99 -7.16 5.40
H 1.17 -7.68 3.94
H 2.84 -8.18 4.22
H 2.01 -4.18 3.38
H 2.03 -4.68 4.90
C 0.34 6.99 9.23
O -0.53 7.10 8.11
C 0.10 6.95 6.85
C 0.34 5.50 6.42
C 1.51 4.82 7.13
N -0.86 4.66 6.58
H 1.33 7.40 9.01
H 0.43 5.95 9.56
H -0.11 7.56 10.04
H -0.60 7.40 6.13
H 1.02 7.54 6.81
H 0.58 5.52 5.35
H 1.25 4.51 8.14
H 1.81 3.93 6.58
H 2.37 5.49 7.18
H -1.61 5.05 6.01
H -1.19 4.78 7.53
C 4.85 -2.54 -6.87
O 3.99 -1.42 -6.76
C 2.75 -1.53 -7.42
C 1.68 -2.32 -6.65
C 1.89 -3.84 -6.68
N 1.57 -1.88 -5.26
H 4.76 -3.02 -7.85
H 4.65 -3.27 -6.09
H 5.87 -2.18 -6.75
H 2.39 -0.51 -7.54
H 2.89 -1.93 -8.44
H 0.73 -2.12 -7.15
H 2.67 -4.15 -5.99
H 0.98 -4.34 -6.38
H 2.16 -4.18 -7.68
H 1.32 -0.90 -5.24
H 2.51 -1.90 -4.86
C -5.90 0.46 -1.70
O -6.70 -0.68 -1.43
C -7.21 -0.77 -0.12
C -8.48 0.06 0.14
C -8.21 1.56 0.29
N -9.49 -0.14 -0.90
H -5.32 0.76 -0.82
H -6.52 1.30 -2.03
H -5.22 0.21 -2.50
H -7.47 -1.82 0.02
H -6.43 -0.54 0.61
H -8.90 -0.29 1.09
H -8.05 2.04 -0.67
H -9.07 2.04 0.75
H -7.34 1.74 0.92
H -9.76 -1.12 -0.92
H -9.05 0.02 -1.80
```

SMILES string: CC(=O)NCCCC[C@@](C#N)([C@](C#N)(C[C@H](C)Br)P(=O)(O)O)P(O)(O)=S.COC[C@@H](C)N.COC[C@@H](C)N.COC[C@@H](C)N.COC[C@@H](C)N.COC[C@@H](C)N.COC[C@@H](C)N
net charge: 0
energy relative to the best compared isomer or geometry (same formula, charge and spin): 0.0 kcal/mol
HOMO: -8.82 eV
HOMO-LUMO gap: 8.81 eV


(2)
Computed, not measured: a 10-piece molecular cluster, C37H88N3O14P overall in a non-equilibrium geometry, with ωB97M-V/def2-TZVPD.

XYZ file:
```
143
Properties=species:S:1:pos:R:3
C -2.00 -1.81 -6.64
N -2.24 -2.13 -5.29
C -1.03 -2.08 -4.46
P -3.66 -3.00 -4.83
O -3.61 -4.44 -5.17
N -3.73 -2.62 -3.20
C -3.70 -1.26 -2.75
C -3.89 -3.58 -2.13
N -5.06 -2.19 -5.54
C -5.18 -0.73 -5.60
C -6.40 -2.82 -5.56
H -2.86 -2.04 -7.26
H -1.13 -2.33 -7.03
H -1.69 -0.77 -6.76
H -0.53 -1.11 -4.59
H -0.29 -2.85 -4.71
H -1.18 -2.07 -3.38
H -4.71 -0.83 -2.82
H -3.25 -1.23 -1.77
H -3.09 -0.58 -3.34
H -4.15 -4.55 -2.53
H -3.02 -3.67 -1.49
H -4.71 -3.19 -1.52
H -5.78 -0.45 -4.73
H -4.23 -0.19 -5.66
H -5.78 -0.42 -6.46
H -6.84 -2.80 -6.56
H -7.09 -2.37 -4.85
H -6.32 -3.89 -5.35
C 4.79 -0.03 -2.81
C 3.56 0.44 -3.62
C 2.56 1.34 -3.02
O 3.44 0.03 -4.80
H 5.47 -0.54 -3.49
H 4.43 -0.71 -2.04
H 5.40 0.78 -2.40
H 1.80 0.82 -2.43
H 2.06 1.91 -3.80
H 2.97 2.09 -2.33
C -0.97 6.44 1.52
C -0.02 5.38 2.06
C 1.00 5.81 3.10
O -0.13 4.20 1.79
H -1.97 6.34 1.94
H -0.98 6.40 0.43
H -0.69 7.43 1.89
H 1.58 6.62 2.67
H 1.70 5.03 3.38
H 0.47 6.08 4.02
C 4.38 5.91 2.96
C 4.87 4.50 2.92
C 4.04 3.46 2.18
O 5.82 4.16 3.54
H 5.22 6.55 3.23
H 3.54 5.97 3.65
H 4.17 6.32 1.97
H 4.63 2.58 1.95
H 3.67 3.90 1.25
H 3.12 3.22 2.71
C -0.60 -1.02 0.32
C 0.79 -0.31 0.46
C 0.96 0.88 1.39
O 1.72 -0.65 -0.23
H -1.19 -0.29 -0.25
H -1.13 -1.31 1.22
H -0.51 -1.85 -0.38
H 1.50 0.52 2.27
H -0.05 1.23 1.59
H 1.50 1.70 0.92
C 4.79 -0.58 1.08
C 5.50 -0.80 2.38
C 6.76 0.01 2.63
O 5.10 -1.54 3.23
H 4.36 0.37 0.75
H 3.93 -1.25 1.02
H 5.45 -0.73 0.23
H 7.60 -0.33 2.03
H 6.96 0.03 3.71
H 6.55 1.01 2.25
C 1.27 0.77 6.52
O 1.61 1.63 5.40
C 0.54 2.41 4.88
C -0.01 3.54 5.82
O -0.93 2.81 6.64
C -1.38 3.51 7.74
H 1.24 1.52 7.31
H 2.09 0.10 6.77
H 0.36 0.18 6.44
H -0.28 1.78 4.54
H 0.97 2.81 3.96
H -0.50 4.34 5.25
H 0.84 4.01 6.31
H -2.01 4.32 7.38
H -0.51 3.88 8.28
H -1.96 2.94 8.47
C 2.23 -3.83 -2.39
O 1.66 -4.60 -3.45
C 2.50 -5.57 -4.08
C 2.97 -6.77 -3.19
O 3.75 -6.29 -2.08
C 4.08 -7.27 -1.10
H 2.51 -4.33 -1.47
H 1.69 -2.92 -2.11
H 3.05 -3.26 -2.83
H 3.25 -5.16 -4.75
H 1.90 -6.05 -4.85
H 3.54 -7.55 -3.70
H 2.10 -7.29 -2.78
H 4.60 -8.14 -1.51
H 3.16 -7.55 -0.58
H 4.78 -6.89 -0.36
C -5.00 -2.81 3.14
O -4.50 -4.00 2.59
C -3.31 -3.95 1.81
C -2.05 -3.73 2.60
O -1.82 -2.38 3.02
C -0.69 -2.22 3.81
H -5.38 -2.19 2.33
H -4.27 -2.35 3.81
H -5.74 -3.21 3.84
H -3.31 -3.16 1.06
H -3.26 -4.84 1.18
H -1.23 -3.98 1.93
H -2.07 -4.38 3.47
H -0.77 -2.64 4.81
H -0.46 -1.16 3.90
H 0.23 -2.56 3.34
C -3.06 5.80 -1.26
O -2.37 4.56 -1.11
C -2.94 3.58 -0.32
C -2.10 2.27 -0.41
O -2.23 1.68 -1.66
C -1.46 2.20 -2.78
H -4.04 5.72 -1.72
H -2.49 6.49 -1.89
H -3.30 6.20 -0.28
H -3.94 3.36 -0.70
H -2.99 3.89 0.72
H -2.38 1.64 0.43
H -1.08 2.54 -0.16
H -0.41 2.30 -2.50
H -1.77 3.22 -3.02
H -1.66 1.51 -3.59
```

SMILES string: CN(C)P(=O)(N(C)C)N(C)C.CC(C)=O.CC(C)=O.CC(C)=O.CC(C)=O.CC(C)=O.COCCOC.COCCOC.COCCOC.COCCOC
net charge: 0
HOMO: -8.09 eV
HOMO-LUMO gap: 8.27 eV


> Among the records above, which one has the highest HOMO?

C37H88N3O14P